1.
{
  "formula": "C3H10O3S",
  "method": "ωB97M-V/def2-TZVPD",
  "e_above_lowest_kcal_mol": 23.77,
  "molar_mass_g_mol": 126.2,
  "s_squared": 0.760,
  "e_homo_ev": [-14.71, -13.65],
  "spin_multiplicity": 2,
  "charge": 1,
  "largest_force_ev_per_a": 2.0,
  "lumo_energy_ev": [-3.7, -9.1],
  "elements": ["O", "C", "C", "C", "S", "H", "H", "H", "H", "H", "H", "H", "H", "O", "H", "H", "O"],
  "xyz": [[0.34493, 1.97371, -2.31609], [-0.10797, 1.59234, -1.29035], [0.42542, 0.38150, -0.53228], [0.23970, -1.01660, -1.34444], [-0.71420, -2.31063, -0.62255], [-0.74321, 2.32301, -0.76445], [1.50250, 0.53700, -0.53864], [-0.07870, 0.50176, 0.42435], [1.25511, -1.07474, -1.72480], [-0.40251, -0.79316, -2.20119], [0.10414, -2.90935, 0.25007], [-2.10396, 1.08469, 3.67150], [-1.93464, -0.17497, 3.12022], [-1.68505, 0.72679, 2.87018], [1.86802, 1.69367, 2.78205], [2.88112, 0.71646, 2.60749], [2.19908, 1.13280, 2.06406]]
}

2.
{
  "formula": "CH13O5S",
  "method": "ωB97M-V/def2-TZVPD",
  "e_above_lowest_kcal_mol": 11.87,
  "molar_mass_g_mol": 137.2,
  "e_homo_ev": -3.95,
  "charge": -1,
  "largest_force_ev_per_a": 1.1,
  "lumo_energy_ev": 3.3,
  "elements": ["C", "S", "H", "H", "H", "H", "H", "O", "H", "H", "O", "H", "H", "O", "H", "H", "O", "H", "H", "O"],
  "xyz": [[-0.02513, -0.25535, 2.98267], [-0.49993, 0.95089, 1.65722], [-0.51626, -0.30221, 3.95816], [-0.23252, -1.25985, 2.58754], [1.05076, -0.18656, 3.17584], [0.92617, 1.86463, -0.04029], [1.78738, 1.50715, -1.23611], [1.14288, 2.15334, -0.95036], [2.73074, -0.85648, -0.08722], [1.32145, -0.43517, 0.45136], [1.79351, -1.03146, -0.16797], [-2.50773, -1.10561, 0.16927], [-1.29410, -0.27556, 0.04289], [-1.96044, -0.73943, -0.53538], [-0.62882, -1.93475, -2.26034], [0.64231, -1.45505, -1.58222], [0.30632, -1.80015, -2.42486], [-0.71828, 2.17817, -2.06443], [-1.66447, 1.05337, -1.63364], [-1.65383, 1.93009, -2.04213]]
}

3.
{
  "formula": "C5H11N",
  "method": "ωB97M-V/def2-TZVPD",
  "e_above_lowest_kcal_mol": 57.00,
  "molar_mass_g_mol": 85.1,
  "e_homo_ev": -7.23,
  "smiles": "CC/C=C/NC",
  "largest_force_ev_per_a": 5.2,
  "lumo_energy_ev": 1.1,
  "elements": ["C", "C", "C", "C", "N", "C", "H", "H", "H", "H", "H", "H", "H", "H", "H", "H", "H"],
  "xyz": [[2.06556, -1.61427, 0.85213], [1.08902, -0.55948, 1.45262], [-0.17152, -0.34957, 0.62095], [-0.34802, 0.56000, -0.35782], [-1.64435, 0.66725, -0.73979], [-1.88110, 1.60985, -1.83725], [2.53914, -1.26488, -0.02699], [2.87202, -1.99238, 1.47458], [1.54792, -2.55514, 0.71866], [1.68943, 0.34445, 1.46053], [0.81453, -0.63282, 2.48697], [-0.80282, -1.03938, 1.00410], [0.36984, 1.29483, -0.67997], [-2.27974, -0.05309, -0.49732], [-1.84658, 2.76401, -1.44021], [-2.91897, 1.50029, -1.97770], [-1.09436, 1.32033, -2.51349]]
}

4.
{
  "formula": "CH5BO",
  "method": "ωB97M-V/def2-TZVPD",
  "e_above_lowest_kcal_mol": 7.98,
  "molar_mass_g_mol": 43.9,
  "e_homo_ev": -10.85,
  "smiles": "CBO",
  "largest_force_ev_per_a": 4.1,
  "lumo_energy_ev": 0.7,
  "elements": ["B", "C", "O", "H", "H", "H", "H", "H"],
  "xyz": [[0.06396, -0.04842, -0.62399], [-0.49310, 0.20323, 0.86178], [1.18790, -0.74246, -0.80309], [-0.37091, 0.47737, -1.63496], [-0.76195, 1.26277, 1.11767], [0.18402, -0.13531, 1.64441], [-1.35788, -0.24496, 1.09529], [1.54796, -0.77223, -1.65711]]
}

Number 1: calculated total energy -743.8158 Eh. Number 2: calculated total energy -820.3515 Eh. Number 3: calculated total energy -251.7717 Eh. Number 4: calculated total energy -141.2162 Eh.